Entry 1:
11
Properties=species:S:1:pos:R:3:mulliken_charge:R:1 method="wB97M-V/def2-TZVPD" de_lowest_kj_mol=156.3 homo_ev=-9.7 smiles="[H][H].C=CC" orbital_gap_ev=11.1 e_lumo_ev=1.411 largest_force_ev_per_a=0.25
C -0.745 0.563 0.886 -0.965
C 0.072 0.709 -0.365 0.052
C 1.308 0.243 -0.531 -0.722
H -1.774 0.246 0.666 0.285
H -0.302 -0.163 1.578 0.287
H -0.774 -2.465 -0.519 0.203
H -0.809 1.526 1.403 0.304
H -0.399 1.239 -1.194 0.257
H -0.250 -1.973 -0.713 -0.203
H 1.812 -0.337 0.240 0.257
H 1.859 0.411 -1.450 0.245


Entry 2:
9
Properties=species:S:1:pos:R:3:mulliken_charge:R:1 method="wB97M-V/def2-TZVPD" de_lowest_kj_mol=145.6 homo_ev=-8.2 orbital_gap_ev=7.6 e_lumo_ev=-0.624 largest_force_ev_per_a=4.18
C 1.057 0.715 0.380 -0.610
P -0.077 -1.144 1.025 0.230
S 1.954 -0.271 -0.750 -0.014
S 1.684 -2.079 0.178 -0.152
S -2.812 0.260 -0.121 -0.199
S -1.268 -1.118 -0.792 -0.072
H 0.537 1.489 -0.104 0.306
H 1.498 1.069 1.325 0.342
H -2.573 1.078 -1.141 0.168


Entry 3:
53
Properties=species:S:1:pos:R:3:mulliken_charge:R:1 method="wB97M-V/def2-TZVPD" spin_multiplicity=2 de_lowest_kj_mol=0.0 homo_ev="-1.7 / -1.3" orbital_gap_ev="5.8 / 5.4" s_squared=0.79 e_lumo_ev="4.102 / 4.102" largest_force_ev_per_a=0.52 charge=-2
Mn 0.114 0.241 -0.296 0.965
Cl -5.762 -1.298 -4.380 -0.311
C -4.186 -1.066 -3.641 0.254
C -3.045 -1.538 -4.311 -0.655
C -1.814 -1.367 -3.752 0.318
Cl -0.406 -1.855 -4.634 -0.212
C -1.605 -0.742 -2.462 0.350
O -0.451 -0.665 -1.980 -0.590
C -2.803 -0.237 -1.850 1.217
C -2.788 0.469 -0.598 -0.460
O -1.837 0.699 0.140 -0.364
C -4.063 -0.414 -2.451 -1.182
H -3.136 -2.021 -5.274 0.437
H -3.777 0.844 -0.278 0.153
H -4.942 -0.026 -1.948 0.332
N 2.889 4.777 3.459 -0.606
C 2.256 3.849 3.213 0.087
C 1.431 2.690 3.007 0.037
C 0.806 2.109 4.109 -0.198
C -0.001 1.012 3.896 -1.226
C -0.147 0.529 2.603 -0.032
N 0.476 1.070 1.551 0.523
C 1.247 2.147 1.736 -0.033
H 0.953 2.526 5.097 0.452
H -0.523 0.529 4.711 0.420
H -0.799 -0.308 2.378 0.502
H 1.715 2.586 0.859 0.287
C -2.425 -5.102 0.783 -1.515
C -1.674 -4.963 -0.513 1.383
C -2.361 -5.129 -1.714 -0.894
C -1.708 -5.056 -2.928 0.349
Cl -2.619 -5.287 -4.404 -0.267
C -0.352 -4.794 -2.992 -0.790
C 0.337 -4.605 -1.810 -0.278
C -0.303 -4.699 -0.578 0.319
O 0.512 -4.598 0.515 -0.538
C 0.145 -3.716 1.578 -1.271
C -0.343 -2.330 1.109 1.290
O 0.543 -1.622 0.557 -0.766
O -1.522 -2.028 1.370 -0.788
H -3.441 -5.444 0.585 0.444
H -2.474 -4.146 1.308 0.223
H -1.943 -5.833 1.438 0.306
H -3.426 -5.323 -1.693 0.314
H 0.143 -4.696 -3.947 0.483
H 1.387 -4.347 -1.811 0.365
H 1.063 -3.584 2.150 0.382
H -0.617 -4.173 2.211 0.323
O 1.536 2.436 -3.177 -0.710
S 1.490 2.309 -1.733 1.003
O 2.067 3.459 -1.030 -0.746
O 0.082 2.069 -1.228 -0.591
S 2.398 0.593 -1.073 -0.493